[1]
Molecular formula: C23H30N2O3S
Method: DFT, wB97M-V/def2-TZVPD

```
59
C23H30N2O3S | the OMol25 dataset | wB97M-V/def2-TZVPD
C -6.530 -2.992 0.685
C -5.606 -1.841 0.429
C -4.588 -1.541 1.322
C -3.717 -0.488 1.109
C -3.859 0.307 -0.024
N -3.035 1.416 -0.249
C -2.397 1.630 -1.540
C -0.932 1.291 -1.449
C -0.546 0.061 -0.928
C 0.790 -0.234 -0.745
C 1.765 0.692 -1.102
C 3.224 0.421 -0.914
O 4.057 0.743 -1.740
N 3.511 -0.202 0.253
C 4.855 -0.537 0.701
C 5.717 0.718 0.866
C 7.110 0.344 1.361
C 7.776 -0.626 0.391
C 6.920 -1.877 0.222
C 5.527 -1.506 -0.275
C 1.380 1.900 -1.669
C 0.042 2.204 -1.827
S -2.267 2.189 1.024
C -3.684 2.659 2.049
O -1.411 1.324 1.784
O -1.690 3.380 0.484
C -4.885 0.014 -0.921
C -5.750 -1.048 -0.714
C -6.838 -1.331 -1.705
H -7.561 -2.649 0.759
H -6.267 -3.497 1.611
H -6.480 -3.714 -0.129
H -4.462 -2.152 2.205
H -2.915 -0.292 1.801
H -2.891 0.999 -2.282
H -2.520 2.681 -1.814
H -1.299 -0.662 -0.649
H 1.073 -1.196 -0.342
H 2.757 -0.319 0.911
H 4.748 -1.029 1.675
H 5.235 1.402 1.569
H 5.788 1.216 -0.101
H 7.035 -0.122 2.347
H 7.717 1.246 1.463
H 7.896 -0.139 -0.579
H 8.768 -0.899 0.757
H 6.841 -2.395 1.181
H 7.392 -2.559 -0.488
H 4.911 -2.402 -0.382
H 5.597 -1.021 -1.249
H 2.145 2.603 -1.964
H -0.252 3.161 -2.230
H -4.238 1.771 2.322
H -4.290 3.337 1.463
H -3.296 3.156 2.929
H -5.017 0.635 -1.795
H -6.726 -2.333 -2.118
H -6.813 -0.616 -2.522
H -7.815 -1.279 -1.226
```

The energy above the lowest of the compared OMol25 structures with the same formula, charge and spin comes out at 155.9 kJ/mol. The value obtained for the maximum force is 1.13 eV Å⁻¹. Its spin multiplicity is 1.

Löwdin atomic charge list, values in e, 4 entries:
1 C -0.048
2 C -0.241
3 C -0.027
4 C -0.043

---

[2]
Molecular formula: HOSn
Method: DFT, wB97M-V/def2-TZVPD

```
3
HOSn | the OMol25 dataset | wB97M-V/def2-TZVPD
Sn -2.424 -2.004 2.195
O 0.780 1.083 -0.884
H 1.644 0.921 -1.311
```

The energy above the lowest of the compared OMol25 structures with the same formula, charge and spin comes out at 446.1 kJ/mol. The value obtained for the maximum force is 0.47 eV Å⁻¹. Its spin multiplicity is 1. As for the net charge: +1.

Need the Löwdin charges? In units of e they are:
1 Sn 1.093
2 O -0.088
3 H -0.006

---

[3]
Molecular formula: C26H28N7O8PtS2
Method: DFT, wB97M-V/def2-TZVPD

```
72
C26H28N7O8PtS2 | the OMol25 dataset | wB97M-V/def2-TZVPD
Pt 0.524 -0.274 1.179
O -0.504 -6.827 2.587
C 0.309 -6.483 1.719
O 0.959 -7.070 0.851
C 0.536 -4.940 1.717
C 0.147 -4.172 2.811
C 0.210 -2.800 2.743
N 0.621 -2.204 1.613
C 1.103 -2.927 0.576
C 1.088 -4.296 0.607
C 1.691 -2.119 -0.541
O 2.200 -2.596 -1.511
O 1.625 -0.793 -0.344
H -0.245 -4.681 3.682
H -0.093 -2.159 3.558
H 1.485 -4.882 -0.213
C -4.147 0.745 0.470
N -2.745 0.618 0.086
C -1.974 1.852 0.149
C -2.197 -0.561 -0.214
O -0.951 -0.865 -0.019
N -2.932 -1.530 -0.762
C -2.463 -2.914 -0.772
C -4.001 -1.229 -1.714
H -4.193 1.291 1.415
H -4.592 -0.233 0.621
H -4.714 1.296 -0.280
H -2.590 2.651 -0.262
H -1.091 1.768 -0.477
H -1.722 2.116 1.179
H -1.760 -3.093 0.037
H -1.971 -3.147 -1.718
H -3.322 -3.573 -0.650
H -3.965 -0.181 -1.997
H -4.983 -1.478 -1.311
H -3.830 -1.824 -2.610
S -1.335 1.837 4.756
C -0.252 1.350 3.557
N -0.623 0.336 2.816
C -1.880 -0.148 3.213
C -2.576 -1.247 2.700
C -3.794 -1.567 3.254
C -4.341 -0.815 4.305
C -3.662 0.262 4.828
C -2.423 0.581 4.272
H 0.689 1.863 3.435
H -2.160 -1.856 1.912
H -4.335 -2.426 2.880
H -5.299 -1.095 4.719
H -4.067 0.835 5.651
O 2.932 2.459 1.388
N 2.115 1.625 1.359
O 2.213 0.485 1.999
O 0.990 1.704 0.726
N 0.843 -1.004 -3.619
C 0.701 0.273 -3.241
S -0.822 0.959 -2.986
N 1.812 1.022 -3.110
C 3.165 0.602 -3.264
C 3.583 -0.070 -4.406
C 4.908 -0.464 -4.522
C 5.821 -0.164 -3.522
C 5.406 0.540 -2.401
C 4.080 0.915 -2.268
H 0.006 -1.558 -3.648
H 1.730 -1.477 -3.519
H 1.639 1.960 -2.787
H 2.881 -0.267 -5.205
H 5.230 -0.993 -5.409
H 6.854 -0.467 -3.622
H 6.116 0.792 -1.624
H 3.748 1.459 -1.392
```

The energy above the lowest of the compared OMol25 structures with the same formula, charge and spin comes out at 126.3 kJ/mol. The value obtained for the maximum force is 0.20 eV Å⁻¹. Its spin multiplicity is 1. As for the net charge: +1.

Löwdin atomic charge list, values in e, 4 entries:
1 Pt 1.653
2 O -0.004
3 C -0.687
4 O 0.013

---

[4]
Molecular formula: C18H16BN3O3S
Method: DFT, wB97M-V/def2-TZVPD

```
42
C18H16BN3O3S | the OMol25 dataset | wB97M-V/def2-TZVPD
O 0.368 -0.759 1.872
C 1.288 -0.758 1.092
N 2.132 -1.815 0.907
C 2.106 -3.062 1.599
C 2.721 -4.062 0.913
C 2.937 -5.253 1.538
N 2.400 -5.505 2.732
C 1.532 -4.681 3.259
C 1.395 -3.402 2.728
C 1.405 0.488 0.271
C 1.448 1.802 0.771
C 1.248 2.832 -0.107
C 1.013 2.567 -1.461
S 0.391 3.922 -2.428
C -1.387 3.781 -1.995
C -1.863 2.340 -1.913
C -2.375 1.718 -3.077
C -2.954 0.432 -2.965
C -2.908 -0.315 -1.810
C -2.493 0.218 -0.640
C -1.995 1.559 -0.752
B -1.868 2.195 0.619
O -2.277 3.514 0.795
O -1.356 1.496 1.778
N 1.053 1.281 -1.986
C 1.327 0.384 -1.122
H 2.726 -1.801 0.055
H 3.215 -3.897 -0.062
H 3.418 -6.003 0.989
H 1.053 -5.020 4.176
H 0.909 -2.710 3.402
H 1.436 1.870 1.888
H 1.067 3.799 0.295
H -1.616 4.336 -1.147
H -1.813 4.301 -2.801
H -2.475 2.188 -4.012
H -3.335 -0.161 -3.851
H -3.214 -1.380 -1.792
H -2.553 -0.351 0.294
H -2.480 3.841 1.674
H -0.787 0.665 1.787
H 1.158 -0.598 -1.513
```

The energy above the lowest of the compared OMol25 structures with the same formula, charge and spin comes out at 155.7 kJ/mol. The value obtained for the maximum force is 4.75 eV Å⁻¹. Its spin multiplicity is 1.

Löwdin atomic charge list, values in e, 4 entries:
1 O 0.090
2 C -0.408
3 N 0.154
4 C -0.218

---

[5]
Molecular formula: C25H29B11Br6CsN8OS3Se
Method: DFT, wB97M-V/def2-TZVPD

```
85
C25H29B11Br6CsN8OS3Se | the OMol25 dataset | wB97M-V/def2-TZVPD
Cs 0.816 -2.020 0.337
N -4.385 -0.693 -1.770
C -3.696 -0.178 -0.727
S -3.012 1.497 -0.996
N -3.640 -0.712 0.415
N -2.891 -0.223 1.385
C -3.304 0.122 2.542
C -4.728 0.114 2.967
C -5.185 -0.737 3.967
C -6.511 -0.694 4.361
C -7.387 0.200 3.768
C -6.942 1.037 2.759
C -5.619 0.990 2.356
C -2.309 0.728 3.434
C -2.616 1.126 4.739
C -1.688 1.881 5.437
C -0.494 2.220 4.821
C -0.264 1.729 3.541
N -1.135 1.012 2.869
H -4.057 -0.425 -2.690
H -4.636 -1.667 -1.665
H -4.498 -1.433 4.426
H -6.859 -1.352 5.143
H -8.417 0.247 4.090
H -7.620 1.739 2.290
H -5.259 1.645 1.575
H -3.565 0.864 5.182
H -1.907 2.223 6.440
H 0.244 2.844 5.300
H 0.652 1.964 3.021
Br 4.136 -1.249 -0.387
B 4.865 -0.191 1.115
B 6.603 -0.353 1.500
C 7.048 1.140 2.173
B 5.976 1.168 0.846
B 5.804 2.302 2.194
B 6.324 1.486 3.676
B 6.822 -0.161 3.247
B 5.400 -1.018 2.617
Br 5.155 -2.974 2.826
B 5.228 0.129 3.990
Br 4.847 -0.462 5.832
B 4.579 1.672 3.313
Br 3.438 2.917 4.335
B 4.370 1.481 1.531
Br 3.065 2.576 0.538
B 3.982 0.100 2.655
Br 2.152 -0.662 2.988
H 7.385 -0.971 0.879
H 8.060 1.483 2.008
H 6.346 1.556 -0.198
H 6.064 3.437 2.038
H 6.929 2.075 4.493
H 7.751 -0.646 3.780
O 1.258 0.269 -0.513
N 1.037 0.903 -1.595
C 1.964 1.084 -2.536
C 1.684 1.816 -3.669
C 0.423 2.369 -3.838
C -0.536 2.167 -2.863
C -0.202 1.413 -1.753
S -1.122 1.022 -0.327
H 2.924 0.636 -2.340
H 2.458 1.938 -4.410
H 0.186 2.951 -4.713
H -1.535 2.564 -2.954
S -2.568 -5.594 -2.028
C -1.585 -4.584 -1.254
N -0.862 -3.846 -0.713
C -2.557 -3.513 -4.564
N -1.964 -2.911 -5.722
C -1.464 -3.573 -6.808
C -0.960 -2.650 -7.659
N -1.150 -1.418 -7.088
C -0.753 -0.162 -7.655
C -1.763 -1.590 -5.893
Se -2.237 -0.269 -4.748
H -2.992 -4.474 -4.823
H -3.331 -2.858 -4.170
H -1.819 -3.668 -3.774
H -1.504 -4.639 -6.899
H -0.490 -2.766 -8.614
H -1.106 -0.082 -8.683
H 0.334 -0.060 -7.639
H -1.188 0.641 -7.060
```

The value obtained for the maximum force is 1.84 eV Å⁻¹. Its spin multiplicity is 1. As for the net charge: -1.

Löwdin atomic charge list, values in e, 4 entries:
1 Cs 1.041
2 N 0.086
3 C -0.732
4 S 0.638

---

Gap between HOMO and LUMO in eV, matching the order above: 9.0 2.9 5.3 8.8 6.9
LUMO in eV, matching the order above: 0.57 -8.91 -5.12 -0.05 1.73